10
Properties=species:S:1:pos:R:3:forces:R:3 method="wB97M-V/def2-TZVPD" e_above_lowest_ev=3.824 smiles="O=C1NN=CNO1"
C -1.08384 0.10285 0.02951 3.216 -1.966 0.005
O -0.39486 -1.17530 0.27956 -1.319 1.819 0.695
N 0.88336 -1.09953 -0.19741 4.798 -0.414 -1.778
H 1.43160 -1.98152 -0.13386 -1.430 0.817 0.101
O -2.23616 0.03669 -0.13232 -1.707 0.837 0.176
H 2.85457 -0.16618 -0.06661 -1.922 0.581 -0.054
N 1.20071 1.13753 0.12391 -0.353 2.916 0.155
C 1.72763 0.05276 -0.07043 0.594 -5.311 0.671
H -0.46846 2.14654 0.13271 -0.227 -2.622 -0.693
N -0.17440 1.13005 -0.05003 -1.649 3.343 0.722

=====

14
Properties=species:S:1:pos:R:3:forces:R:3 method="wB97M-V/def2-TZVPD" e_above_lowest_ev=3.496 smiles=Cn1ncc(NO)n1
N 0.65070 -1.41060 -0.27331 -1.106 0.871 -0.127
H 0.07611 -0.86818 -2.22709 -0.088 0.173 0.041
H -0.14372 -0.94250 2.75758 0.935 -0.255 -0.279
H -1.72375 1.97721 -2.70088 -0.112 -0.033 0.006
N -0.89209 1.79056 -1.01967 0.028 -1.137 0.788
C 0.13499 -0.57325 -1.19347 0.287 -0.452 0.864
H 0.42491 -2.41109 1.88963 0.357 0.719 0.469
N 0.16778 0.52491 0.72424 -1.259 0.618 1.382
H 1.67270 -1.27235 2.53619 -0.441 0.113 0.064
C 0.66455 -1.34271 2.10056 -0.407 -1.619 1.715
O -0.80706 2.03546 -2.41973 0.619 -0.506 0.688
N 0.55930 -0.71542 0.86034 1.013 -0.202 -2.156
C -0.22845 0.60721 -0.50460 0.027 1.367 -3.426
H -0.55595 2.60074 -0.52979 0.147 0.344 -0.028

=====

11
Properties=species:S:1:pos:R:3:forces:R:3 method="wB97M-V/def2-TZVPD" e_above_lowest_ev=0.419 smiles="O=C1CC=CN1"
O -1.38581 1.93342 0.02204 0.597 0.380 0.164
C 1.29920 -0.35456 0.18334 -0.389 0.949 0.068
C -0.59433 1.01513 0.03612 -0.125 -0.410 -0.083
H 2.36749 -0.54208 0.34756 -0.662 0.237 -0.082
H 1.11866 1.97793 0.48497 0.617 -1.323 -0.081
H -1.38640 -0.44974 -1.22839 -0.255 -0.200 -0.003
C 0.29981 -1.20489 -0.11726 0.053 0.498 0.081
H 0.18536 -2.28266 -0.29079 1.040 0.569 0.265
C -0.95283 -0.41266 -0.23007 -0.456 -0.052 -0.089
H -1.69773 -0.69428 0.51280 -0.232 -0.185 -0.137
N 0.75841 1.03291 0.28425 -0.188 -0.464 -0.104

=====

18
Properties=species:S:1:pos:R:3:forces:R:3 method="wB97M-V/def2-TZVPD" e_above_lowest_ev=3.930
H -1.91852 0.95304 0.72095 0.020 0.065 -0.034
C 1.02526 0.81909 -2.46545 -0.690 0.010 -0.100
C -1.13669 0.63660 1.41217 -0.135 -0.251 -0.046
H -0.46633 1.47258 1.59749 0.019 0.007 -0.036
H 0.61783 -0.07014 -2.94734 -0.045 0.072 0.011
H -2.70575 -1.02393 0.74421 0.293 0.085 -0.001
H 0.26989 1.60590 -2.49049 -0.008 -0.080 -0.074
H 1.90671 1.15092 -3.01095 0.033 -0.033 0.183
C 1.37371 0.50656 -1.06169 2.612 0.138 0.758
N 0.84840 -0.77891 1.55022 0.928 -0.026 0.094
N 2.29582 0.46589 -0.30908 -1.321 0.039 -0.932
N -0.96121 -1.72930 0.42857 -0.154 -0.517 -0.141
H -1.59906 0.36617 2.36332 0.000 -0.013 0.060
H 1.09950 -1.75802 1.42894 -0.016 0.073 -0.040
H 0.19960 -0.02017 -0.34255 -1.445 -0.868 1.471
H 1.65988 -0.21725 1.11010 -0.779 -0.349 0.575
C -0.32484 -0.52051 0.87067 0.787 1.603 -1.792
N -2.18421 -1.85853 0.40091 -0.100 0.046 0.043

=====

57
Properties=species:S:1:pos:R:3:forces:R:3 method="wB97M-V/def2-TZVPD" total_charge=+1
N 1.05638 -0.41822 3.23010 -0.363 -0.727 0.010
H -6.30760 -4.27553 -0.09605 -0.087 0.011 0.000
H 2.43985 2.55896 3.34386 -0.005 0.031 -0.060
H -1.53549 -2.60962 2.65774 -0.011 0.018 0.008
O 0.92160 3.50864 -3.46667 -0.024 -0.026 -0.117
H 4.05407 2.70867 2.68603 0.095 -0.089 -0.025
H 3.62610 1.32148 3.74222 0.144 0.002 -0.100
H 5.15849 -1.64158 3.69899 0.001 0.127 0.014
H 4.46486 -2.70212 2.49821 0.015 0.022 0.024
H 1.96183 4.18641 -0.32837 -0.002 -0.038 -0.001
O 2.95304 4.12448 -4.23363 -0.022 0.025 -0.066
H 3.39632 -1.95364 3.67890 0.061 0.169 0.118
H -5.55494 -4.78759 -1.61001 -0.043 0.003 -0.065
C 1.47756 3.20966 -2.17112 0.102 -0.110 0.400
C -4.15414 -2.23853 -1.91179 -0.300 -0.084 0.017
C -0.01458 -1.36561 3.58669 -0.108 0.542 0.069
H 0.16761 -2.77715 1.11807 -0.048 -0.017 -0.017
H 0.39966 -2.26839 4.03538 0.166 -0.059 -0.211
C 4.18390 -0.63370 2.10843 0.252 0.202 0.038
H 2.33462 5.14898 -1.76434 0.045 -0.058 -0.001
H -0.60358 -0.88207 4.36666 -0.037 -0.188 0.074
H -7.31499 -4.74710 -1.47264 -0.020 0.018 -0.008
N 2.91629 -0.17272 1.64159 0.394 -0.367 1.253
F -0.11740 4.81894 -5.52266 0.014 -0.009 -0.008
H 0.77443 2.51498 -1.71516 -0.086 0.016 -0.107
F -1.83407 -1.70367 -1.76784 -0.009 -0.040 -0.013
H 1.22022 -1.02357 -0.09233 -0.254 0.026 -0.139
C 0.71222 -0.81047 0.84541 0.600 -0.444 0.358
N -0.31587 -1.87711 1.11973 0.433 0.146 -0.075
C -0.99791 -1.68474 2.44727 -0.318 -0.365 0.109
H -0.97779 -1.90778 0.34237 -0.285 0.008 0.169
C 2.79377 1.27746 1.72530 0.085 0.289 -0.751
F 0.78432 3.00364 -6.29180 -0.006 -0.018 0.015
F -3.24058 -0.06762 -1.61941 -0.002 -0.041 0.029
H 0.21140 0.15402 0.82954 0.000 0.028 -0.214
C -6.39551 -4.24150 -1.18241 0.248 0.005 0.076
O -5.25566 -2.07830 -1.20781 0.162 0.100 -0.009
F -2.97159 -1.44160 0.03722 -0.113 -0.030 -0.033
H 2.42961 2.69372 -2.28972 0.029 0.078 -0.108
F 1.78997 4.90501 -6.53810 -0.001 -0.029 0.019
H -6.47922 -2.75037 -2.75400 0.149 0.016 -0.005
C 1.78030 3.95321 -4.37711 0.016 -0.071 0.179
O -3.97536 -2.91426 -2.87747 0.136 0.011 0.023
C -3.04566 -1.34321 -1.32258 0.153 0.168 0.009
H 0.66155 4.97205 -1.24364 -0.020 -0.054 0.038
H -7.27081 -2.27100 -1.25347 0.102 0.088 0.071
O 2.24767 1.85906 0.82679 -0.336 -0.218 0.190
H -1.75519 -0.91391 2.31830 0.204 0.193 -0.116
C 1.61843 4.45492 -1.32578 -0.023 0.214 -0.146
C 4.28462 -1.78745 3.07261 -0.260 -0.501 -0.397
H 0.57249 0.45403 3.02419 0.400 0.230 0.075
C -6.42398 -2.81097 -1.66860 -0.419 -0.215 -0.085
O 5.16365 -0.05360 1.71951 -0.208 0.138 0.115
C 3.28484 1.98784 2.95438 -0.098 -0.071 0.184
C 1.72123 -0.89240 2.01525 -0.909 0.804 -0.825
H 1.93526 -1.95390 2.14630 0.426 0.045 0.105
C 1.04377 4.18486 -5.71248 -0.014 0.093 -0.084

=====

15
Properties=species:S:1:pos:R:3:forces:R:3 method="wB97M-V/def2-TZVPD" e_above_lowest_ev=0.000
O 2.47776 1.62603 -2.19329 0.277 0.352 -0.455
Li 2.47827 1.65548 -4.51233 -0.710 -0.771 1.819
C -1.69800 -1.30386 1.33344 -0.262 0.222 0.175
O 1.43086 -0.15294 2.14182 -0.897 0.186 0.600
O -0.42240 0.62967 1.18768 -1.382 0.155 -1.441
H -1.58236 -0.23168 -0.56087 1.376 0.379 0.151
C 0.26175 -0.28733 1.84494 2.059 -0.279 -1.523
H -2.38806 0.73080 0.62935 -0.086 -0.458 0.339
C 1.56366 0.67390 -2.10946 0.396 0.129 -1.440
H -1.89900 -2.19128 0.72673 0.072 0.228 0.172
K 3.01816 1.30191 0.17930 -0.364 -0.220 0.111
H -2.41996 -1.22335 2.15314 0.095 -0.107 -0.143
C -1.59524 -0.01367 0.51212 -0.108 0.595 1.053
O -0.38301 -1.43884 1.90137 -0.577 -0.739 0.453
O 1.15756 0.22515 -3.23397 0.111 0.328 0.129

=====

21
Properties=species:S:1:pos:R:3:forces:R:3 method="wB97M-V/def2-TZVPD" e_above_lowest_ev=3.004 smiles="O=C(O)CNC(=O)c1ccccn1"
H 1.09118 -0.04234 3.60872 -0.310 -1.855 -3.001
H -2.94512 1.82710 -2.87533 -1.030 1.205 -0.012
C 1.30817 -0.63414 2.54922 -2.079 -2.345 -0.994
H 1.20496 -1.82841 2.45816 -0.042 2.574 1.110
N -0.45517 1.10148 -0.62927 -1.940 -1.875 -1.984
C -1.44080 1.78958 -1.32176 1.171 1.686 2.811
H -1.58411 2.88120 -0.85394 0.362 -2.422 -1.621
O 0.36362 -2.31746 0.29999 -1.207 4.686 -1.439
C -1.26074 -0.84774 -1.88085 0.052 -0.094 -0.802
N 0.72869 -0.19504 1.27235 -3.506 -4.629 -1.438
O 3.50194 -0.43552 3.10016 3.026 -1.023 1.983
H -2.73377 -0.63122 -3.33239 -2.816 -1.971 -3.241
O 2.94685 0.42954 1.11523 2.245 -1.244 2.110
C 0.18579 -1.05788 0.15766 3.760 -3.459 5.632
C -2.30930 1.27176 -2.25237 1.449 -3.910 -2.305
H -1.31472 -1.90525 -2.04661 0.635 -0.584 0.423
H 2.11711 0.64847 0.72665 -0.702 -0.066 -0.784
C 2.68235 -0.34099 2.28289 1.512 3.399 -2.117
H 0.45310 0.70464 1.24627 -1.572 3.475 -0.272
C -2.13642 -0.14436 -2.72592 3.798 5.436 7.098
C -0.40360 -0.27343 -0.89887 -2.807 3.016 -1.158

=====

62
Properties=species:S:1:pos:R:3:forces:R:3 method="wB97M-V/def2-TZVPD" total_charge=-1 e_above_lowest_ev=0.000
H 1.08691 0.55993 -2.56591 0.026 -0.067 0.011
H -3.96365 -2.84162 0.98014 -0.013 -0.008 -0.008
H -1.20783 -1.01546 -3.72122 -0.014 -0.015 0.008
Pd -0.65673 0.47719 -0.51754 -0.366 -0.240 0.063
O -5.37858 4.02503 2.42269 -0.019 0.036 -0.070
H 0.10070 2.79020 3.00929 -0.009 0.002 0.003
N -4.38877 3.78088 3.08780 -0.091 -0.064 0.034
C 2.11381 -0.21296 0.34385 0.051 0.049 0.009
C 0.52210 2.61962 0.37227 0.081 0.089 0.029
H 3.36562 1.32980 0.77107 -0.061 0.072 -0.033
H -3.05135 -3.33956 2.41924 -0.004 -0.025 0.015
H -2.09263 -3.90171 -0.40097 -0.031 -0.021 -0.004
N 3.31485 0.62715 0.02612 0.132 -0.067 0.078
C 1.90327 -0.16157 -2.48874 -0.131 0.046 -0.032
H -3.56599 -1.65498 2.22456 -0.005 0.016 0.013
O 1.57818 2.64945 1.05078 0.061 -0.029 0.007
H -1.22517 -4.24708 1.10709 0.022 -0.022 0.011
C 4.33521 -0.30024 -2.42125 0.030 -0.018 0.015
H -0.43718 -3.34600 -0.20713 0.005 0.009 -0.019
H 4.59884 -0.83431 0.84590 -0.001 0.020 0.000
C -3.14077 3.47484 2.38866 0.034 0.011 -0.002
H -0.76500 -2.52594 2.80083 -0.006 -0.028 0.036
H 0.11923 -1.63993 1.53798 -0.040 0.031 0.028
H 2.28097 2.01438 -1.19899 0.092 -0.021 0.009
H -2.04878 3.27653 4.21600 -0.010 0.000 0.009
C 3.19932 1.42730 -1.27546 -0.007 0.047 -0.055
C -0.81861 2.97121 2.46966 0.005 -0.028 -0.001
O 0.45645 2.40021 -0.87837 -0.093 0.013 0.013
C -1.37841 -3.50330 0.31774 0.033 0.071 -0.011
P 1.55748 -1.29924 -1.04985 0.109 -0.039 0.061
O -4.38402 3.77553 4.30718 0.046 0.017 0.069
H 4.28294 -0.96491 -3.28395 -0.012 0.008 -0.001
H 1.32304 0.45488 0.66711 -0.102 -0.022 -0.004
O -3.23500 -0.45937 -2.07903 -0.277 0.171 -0.105
H -2.68246 -1.96042 -3.95196 -0.001 -0.013 0.009
H 3.45471 -2.69650 -0.25637 -0.010 0.003 0.021
C -0.78769 2.91154 1.07910 -0.022 0.087 0.055
C -3.19501 -2.53350 1.69211 0.039 -0.012 -0.050
C 3.31262 -2.06108 -1.13560 -0.036 -0.057 -0.026
H -1.14599 -0.81958 2.45932 0.023 -0.002 -0.008
H 5.40365 0.40353 -0.16349 -0.018 -0.008 -0.010
C -2.47390 -1.15640 -1.42103 0.301 -0.329 0.145
C -0.85720 -1.77270 2.00996 -0.009 0.028 -0.048
C -1.95100 3.16275 0.34914 -0.008 0.004 -0.023
H -4.04905 3.62549 0.45362 -0.016 0.011 0.010
C -2.16957 -1.04705 -0.01439 0.247 0.418 -0.235
H 4.08959 2.06070 -1.29217 -0.008 0.020 0.012
H 3.37252 -2.71666 -2.00856 0.032 0.004 -0.001
C -3.13609 3.44652 1.00011 0.058 -0.013 -0.001
H -2.92078 -0.38221 0.42082 0.051 -0.005 0.034
C 4.53411 -0.25208 -0.07427 0.017 -0.062 0.011
O -1.76609 -2.16076 -2.09003 -0.006 -0.022 -0.017
C -1.99946 3.24012 3.13849 0.009 0.010 -0.076
H -1.10014 -2.79172 -3.88064 -0.011 -0.015 0.011
H 5.23305 0.31967 -2.50623 0.004 0.000 -0.007
C -1.88295 -2.20458 0.95326 -0.113 -0.073 0.052
H 2.38921 -0.84025 1.19714 0.003 -0.034 -0.020
C -1.69630 -1.96802 -3.48478 0.009 0.018 -0.041
N 4.45227 -1.11553 -1.21365 -0.003 0.048 0.002
H -1.91220 3.10657 -0.73148 0.006 -0.014 0.062
N 3.17542 0.56833 -2.40971 0.048 0.011 -0.041
H 1.90826 -0.77212 -3.39626 -0.023 0.002 0.005

=====

| no. | lowest unoccupied orbital energy (eV) | HOMO energy (eV) |
| --- | --- | --- |
| 1 | 0.72 | -8.74 |
| 2 | 0.97 | -8.66 |
| 3 | 0.95 | -8.92 |
| 4 | -0.15 | -9.08 |
| 5 | -3.20 | -12.77 |
| 6 | -0.16 | -5.12 |
| 7 | -1.20 | -9.61 |
| 8 | 2.15 | -2.73 |